Arrangement one

C31H39ClN6OTi | ωB97M-V with the def2-TZVPD basis set

Positions of all 79 atoms, in Å:
Ti 0.091 -0.294 0.293
C 4.119 1.326 1.488
C 3.207 0.489 2.396
C 2.959 -0.941 1.926
N 1.982 -1.178 0.850
C 2.193 -2.264 0.151
C 3.160 -3.261 0.501
C 3.803 -4.197 -0.272
C 3.676 -4.460 -1.636
C 2.650 -4.003 -2.434
C 1.527 -3.256 -2.084
C 1.209 -2.563 -0.906
N -0.003 -2.082 -0.638
C -1.155 -2.628 -1.338
C -1.573 -1.854 -2.581
C -1.941 -0.408 -2.270
N -0.839 0.237 -1.587
C -0.515 1.477 -1.937
C -1.438 2.339 -2.562
C -1.311 3.612 -3.100
C -0.196 4.416 -3.215
C 1.078 4.097 -2.759
C 1.537 2.989 -2.078
C 0.892 1.810 -1.622
N 1.524 0.858 -0.965
C 2.966 0.984 -0.796
C 3.426 1.982 0.290
H 4.948 0.702 1.130
H 4.567 2.118 2.093
H 2.271 1.015 2.558
H 3.695 0.393 3.370
H 2.666 -1.548 2.791
H 3.923 -1.324 1.589
H 3.439 -3.264 1.546
H 4.539 -4.794 0.257
H 4.399 -5.130 -2.083
H 2.674 -4.329 -3.468
H 0.790 -3.160 -2.870
H -1.992 -2.628 -0.633
H -0.953 -3.669 -1.596
H -2.431 -2.353 -3.037
H -0.762 -1.852 -3.313
H -2.870 -0.383 -1.694
H -2.136 0.095 -3.217
H -2.445 1.947 -2.599
H -2.233 4.030 -3.490
H -0.323 5.376 -3.700
H 1.837 4.847 -2.954
H 2.589 3.042 -1.840
H 3.414 1.242 -1.760
H 3.347 -0.004 -0.558
H 2.559 2.537 0.645
H 4.112 2.712 -0.149
N -0.949 0.969 4.804
C -1.376 0.002 3.929
O -2.545 -0.094 3.605
C -0.316 -0.982 3.469
C -0.480 -1.482 2.028
H -1.599 1.718 4.980
H 0.023 1.228 4.783
H -0.444 -1.824 4.160
H 0.683 -0.578 3.652
H -1.547 -1.697 1.918
H 0.036 -2.438 1.954
C -6.521 1.633 0.660
C -5.082 1.199 0.652
C -4.719 -0.127 0.846
C -3.384 -0.482 0.815
N -2.388 0.380 0.608
C -2.734 1.656 0.435
C -4.046 2.100 0.441
H -7.116 0.997 1.315
H -6.941 1.562 -0.346
H -6.617 2.667 0.989
H -5.468 -0.885 1.041
H -3.107 -1.515 0.979
H -1.933 2.366 0.298
H -4.244 3.155 0.291
Cl 0.164 1.626 1.560

Results
- HOMO level (eV) = -7.0
- orbital gap (eV) = 7.02

=====

Arrangement two

C31H39ClN6OTi | ωB97M-V with the def2-TZVPD basis set

Positions of all 79 atoms, in Å:
Ti 0.153 0.235 -0.085
C -1.804 -1.799 -3.287
C -0.320 -2.156 -3.277
C 0.614 -0.974 -2.982
N 1.085 -0.875 -1.605
C 2.156 -1.583 -1.260
C 2.715 -2.573 -2.090
C 3.785 -3.434 -1.906
C 4.684 -3.542 -0.863
C 4.731 -2.719 0.256
C 3.922 -1.662 0.610
C 2.761 -1.122 0.010
N 2.079 -0.132 0.542
C 2.636 0.850 1.444
C 3.120 2.014 0.581
C 1.975 2.835 -0.003
N 0.986 2.079 -0.763
C 0.111 2.790 -1.462
C 0.073 4.201 -1.453
C -0.571 5.115 -2.273
C -1.330 4.911 -3.408
C -1.721 3.669 -3.892
C -1.578 2.428 -3.315
C -0.972 2.015 -2.099
N -1.234 0.859 -1.524
C -2.497 0.166 -1.750
C -2.381 -1.340 -1.941
H -1.983 -1.028 -4.046
H -2.355 -2.680 -3.626
H -0.145 -2.944 -2.542
H -0.063 -2.568 -4.258
H 1.489 -1.008 -3.639
H 0.106 -0.041 -3.222
H 2.184 -2.743 -3.014
H 3.930 -4.139 -2.719
H 5.435 -4.317 -0.936
H 5.529 -2.931 0.959
H 4.206 -1.177 1.535
H 1.837 1.194 2.112
H 3.438 0.461 2.078
H 3.732 2.691 1.182
H 3.760 1.619 -0.214
H 1.463 3.345 0.826
H 2.416 3.610 -0.641
H 0.648 4.661 -0.663
H -0.408 6.151 -1.995
H -1.650 5.784 -3.961
H -2.259 3.673 -4.834
H -2.041 1.618 -3.867
H -3.100 0.341 -0.851
H -3.051 0.600 -2.590
H -1.820 -1.786 -1.114
H -3.397 -1.730 -1.837
N 1.234 -4.404 0.967
C 0.402 -3.345 0.780
O -0.289 -3.259 -0.217
C 0.431 -2.304 1.873
C -0.319 -1.014 1.582
H 1.344 -5.058 0.209
H 1.923 -4.394 1.698
H 1.483 -2.093 2.095
H 0.047 -2.790 2.781
H -0.270 -0.383 2.471
H -1.389 -1.176 1.374
C -7.925 -0.814 2.589
C -6.500 -0.852 2.120
C -5.724 0.296 2.045
C -4.410 0.206 1.607
N -3.843 -0.940 1.246
C -4.581 -2.041 1.322
C -5.899 -2.050 1.746
H -8.238 0.203 2.812
H -8.050 -1.416 3.489
H -8.592 -1.221 1.829
H -6.131 1.258 2.327
H -3.778 1.086 1.550
H -4.091 -2.962 1.027
H -6.450 -2.980 1.784
Cl -0.958 1.852 1.410

Results
- HOMO level (eV) = -7.0
- orbital gap (eV) = 6.71

=====

What should be chosen as the most stable of them? Choose arrangement two.

=====

Arrangement one

C2H6N4S | ωB97M-V with the def2-TZVPD basis set

Positions of all 13 atoms, in Å:
C -1.464 -1.112 0.859
N -0.296 -0.278 0.904
N 0.034 0.155 2.017
N 0.664 1.108 2.420
N 0.659 2.258 1.667
S 0.277 2.264 0.094
C 1.519 1.193 -0.814
H -1.918 -1.271 -0.215
H -1.366 -2.161 1.313
H -2.246 -0.775 1.396
H 2.182 1.902 -1.254
H 0.976 0.631 -1.461
H 2.063 0.429 -0.281

Results
- HOMO level (alpha / beta) (eV) = -8.7 / -8.7
- SMILES string = C/N=N/N=N\SC
- orbital gap (alpha / beta) (eV) = 7.79 / 7.79

=====

Arrangement two

C2H6N4S | ωB97M-V with the def2-TZVPD basis set

Positions of all 13 atoms, in Å:
C 1.209 0.973 0.640
C 0.475 0.326 -0.572
N -0.868 0.775 -0.596
N -1.596 -0.059 -0.050
S -3.117 0.137 0.211
N -0.907 -1.459 0.041
N 0.349 -1.195 -0.450
H 1.949 0.269 0.951
H 0.473 1.057 1.401
H 1.605 1.958 0.322
H 0.919 0.684 -1.513
H -0.887 -1.739 1.036
H 0.394 -1.726 -1.420

Results
- HOMO level (alpha / beta) (eV) = -8.6 / -8.6
- SMILES string = C[C@@H]1N=[N+]([S-])NN1
- orbital gap (alpha / beta) (eV) = 8.52 / 8.52

=====

Arrangement three

C2H6N4S | ωB97M-V with the def2-TZVPD basis set

Positions of all 13 atoms, in Å:
C -1.256 0.002 -0.237
C 1.678 0.033 -0.041
H -3.376 0.057 0.727
H -2.631 -1.694 0.095
H -1.806 1.909 -0.208
H 3.470 -0.321 0.393
H 2.300 -1.581 0.819
H 0.630 1.598 -0.527
N -2.348 -0.742 0.046
N -0.990 1.292 -0.150
N 2.594 -0.829 0.081
N 1.602 1.364 -0.389
S 0.134 -1.090 -0.607

Results
- HOMO level (eV) = -8.7
- orbital gap (eV) = 8.47

=====

What should be chosen as the most stable of them? Choose arrangement two.

=====

Arrangement one

C4H13NO | ωB97M-V with the def2-TZVPD basis set

Positions of all 19 atoms, in Å:
C 1.922 0.163 -0.557
N 0.832 0.532 0.433
C -0.571 0.772 -0.011
C -0.603 1.987 -0.950
C -1.124 -0.438 -0.782
H 1.553 -0.608 -1.220
H 2.137 1.004 -1.208
H 2.738 -0.034 0.124
H 1.192 1.359 0.890
H -1.053 0.878 0.962
H -1.602 2.232 -1.324
H -0.162 2.877 -0.498
H 0.018 1.771 -1.819
H -2.194 -0.329 -0.971
H -0.497 -0.400 -1.671
H -1.089 -1.456 -0.389
O -0.122 -3.304 3.007
H -0.477 -4.127 3.378
H -0.899 -2.877 2.607

Results
- HOMO level (eV) = -8.5
- SMILES string = CNC(C)C.O
- orbital gap (eV) = 9.36

=====

Arrangement two

C4H13NO | ωB97M-V with the def2-TZVPD basis set

Positions of all 19 atoms, in Å:
C 2.229 -0.940 0.763
C 1.071 0.016 0.935
C -0.227 -0.594 0.361
C -1.506 0.246 0.631
N -2.184 0.679 -0.583
H 2.180 -1.860 1.349
H 3.168 -0.415 0.881
H 2.353 -1.255 -0.282
H 0.838 0.266 1.970
H 1.259 0.954 0.428
H -0.159 -0.853 -0.675
H -0.344 -1.541 0.889
H -1.131 1.067 1.259
H -2.153 -0.399 1.232
H -3.166 0.764 -0.349
H -1.819 1.543 -0.941
O 0.037 0.718 -2.968
H 0.335 1.299 -2.263
H -0.781 0.305 -2.639

Results
- HOMO level (eV) = -9.6
- SMILES string = CCCCN.O
- orbital gap (eV) = 10.48

=====

What should be chosen as the most stable of them? Choose arrangement two.

=====

Arrangement one

C5H7N4 | ωB97M-V with the def2-TZVPD basis set

Positions of all 16 atoms, in Å:
C -2.304 1.082 -1.306
C 1.380 1.146 0.470
C 0.298 -1.166 -0.153
C -0.318 -0.387 0.906
C 1.366 -0.461 -0.862
N -1.846 0.511 -0.432
N 1.335 0.967 -0.958
N 2.404 0.331 -0.183
N 0.304 0.644 1.285
H -2.795 1.811 -1.955
H 1.834 2.005 0.849
H 0.509 -2.245 0.042
H -0.510 -1.379 -0.781
H -1.157 -0.664 1.510
H 1.717 -1.131 -1.599
H 0.123 1.085 2.181

Results
- charge = +1
- HOMO level (eV) = -13.9
- orbital gap (eV) = 9.61

=====

Arrangement two

C5H7N4 | ωB97M-V with the def2-TZVPD basis set

Positions of all 16 atoms, in Å:
C -2.577 -0.772 0.170
N -1.624 -0.148 -0.411
C -0.645 0.728 -0.142
N -0.882 2.009 -0.053
N 0.616 0.200 -0.183
C 1.195 -1.096 -0.314
C 2.509 -0.975 -0.038
C 2.732 0.444 0.098
N 1.612 1.093 -0.072
H -2.934 -1.485 -0.503
H -2.835 -0.674 1.172
H -1.830 2.233 0.277
H -0.189 2.637 -0.395
H 0.687 -1.933 -0.570
H 3.159 -1.828 -0.016
H 3.635 0.882 0.229

Results
- charge = +1
- HOMO level (eV) = -14.0
- SMILES string = C=NC(=[NH2+])n1cccn1
- orbital gap (eV) = 9.49

=====

What should be chosen as the most stable of them? Choose arrangement two.

=====

Arrangement one

C5H4NO3 | ωB97M-V with the def2-TZVPD basis set

Positions of all 13 atoms, in Å:
C 2.555 1.042 -0.323
C 1.401 -1.170 -0.018
C -2.078 -0.462 -0.006
C -1.205 0.764 0.095
C -0.811 -0.528 0.835
N 1.775 0.205 -0.112
O 3.343 1.909 -0.480
O 2.289 -2.010 -0.159
O 0.181 -1.384 0.242
H -3.096 -0.315 0.715
H -2.057 -0.971 -0.902
H -0.702 1.341 -0.724
H -1.594 1.578 0.835

Results
- charge = -1
- HOMO level (eV) = -2.3
- orbital gap (eV) = 5.91

=====

Arrangement two

C5H4NO3 | ωB97M-V with the def2-TZVPD basis set

Positions of all 13 atoms, in Å:
C 0.780 -0.327 -0.135
C 2.175 1.259 -0.044
C 1.693 -1.337 -0.019
C -1.554 0.704 -0.042
C -0.580 -0.250 -0.389
N 3.011 -0.860 -0.125
O 2.028 2.440 -0.033
O 1.687 -2.582 0.094
O 3.331 0.597 -0.018
H -2.555 0.677 -0.615
H -1.194 1.819 0.188
H -0.938 -1.201 -0.732
H 3.611 -1.355 0.517

Results
- charge = -1
- HOMO level (eV) = -3.2
- orbital gap (eV) = 7.14

=====

What should be chosen as the most stable of them? Choose arrangement one.

=====

Arrangement one

C2H2F3P | ωB97M-V with the def2-TZVPD basis set

Positions of all 8 atoms, in Å:
C 0.854 0.675 0.251
C -1.239 -1.193 -0.240
F 0.661 0.826 1.546
F -2.067 -0.524 -1.031
F -1.774 -1.435 0.944
P 1.828 1.407 -0.852
H -0.718 -2.017 -0.712
H 2.455 2.263 0.093

Results
- HOMO level (alpha / beta) (eV) = -9.1 / -9.6
- orbital gap (alpha / beta) (eV) = 8.42 / 9.90

=====

Arrangement two

C2H2F3P | ωB97M-V with the def2-TZVPD basis set

Positions of all 8 atoms, in Å:
F -3.142 0.642 0.545
C -2.283 0.663 -0.386
P -0.628 0.289 -0.266
C 1.327 -0.370 0.406
F 2.126 -0.027 -0.585
F 1.305 -1.711 0.482
H -0.289 0.471 -1.471
H 1.584 0.042 1.275

Results
- HOMO level (alpha / beta) (eV) = -8.8 / -8.8
- SMILES string = FC#[PH]C(F)F
- orbital gap (alpha / beta) (eV) = 8.41 / 8.41

=====

What should be chosen as the most stable of them? Choose arrangement two.